DFT (wB97M-V/def2-TZVPD) results for C19H33Cl2N2O3STb as an isolated structure.

Atoms and positions in Å:
O (0.31954, 0.08520, -3.78140)
C (-0.48160, 0.39600, -4.66237)
C (-0.25637, 1.54822, -5.57919)
C (0.87040, 2.36807, -5.38277)
H (1.60684, 2.10817, -4.61337)
C (1.04753, 3.50819, -6.17279)
H (1.91551, 4.15691, -6.00505)
C (0.11083, 3.81744, -7.17758)
H (0.24351, 4.71647, -7.78886)
C (-0.99456, 2.97774, -7.39482)
H (-1.71641, 3.21138, -8.18078)
C (-1.16738, 1.84151, -6.60090)
H (-2.00194, 1.16032, -6.75895)
H (-1.39343, -0.20019, -4.86051)
C (-2.74301, 1.89438, 0.78018)
C (-2.24104, 0.93501, 1.78259)
H (-3.64741, 2.44526, 1.10013)
H (-2.98768, 1.39428, -0.17754)
H (-1.96814, 2.65070, 0.55107)
C (-2.72059, 0.58165, 2.95917)
C (-4.04670, 1.01518, 3.57003)
H (-2.16811, -0.09360, 3.63113)
H (-4.53726, 1.80080, 2.98389)
H (-3.89848, 1.38888, 4.58920)
H (-4.74326, 0.17300, 3.66033)
Tb (-0.00950, -0.11627, 0.90456)
Cl (1.08826, 2.18611, 1.05163)
Cl (-0.87486, -0.53189, -1.37439)
H (3.82914, 0.13443, -1.92981)
H (5.48695, 0.95597, -0.32533)
C (3.01755, 0.15902, -1.19457)
C (4.68901, 1.07674, 0.41315)
N (3.61142, 0.12641, 0.14535)
H (2.35086, -0.69493, -1.34626)
C (3.09508, -0.59783, 1.12443)
O (1.99910, -1.23276, 1.02397)
H (5.08369, 0.87810, 1.41323)
H (3.67205, -0.57212, 2.07138)
H (2.44669, 1.08676, -1.33390)
H (4.32709, 2.11166, 0.36497)
H (-1.64394, -5.37411, 2.77166)
H (-0.50455, -6.16712, 0.56154)
C (-2.10101, -4.56319, 2.19580)
C (-1.00929, -5.32076, 0.07757)
N (-1.25647, -4.25185, 1.04327)
H (-2.22861, -3.67294, 2.81327)
C (-0.72904, -3.06424, 0.85752)
O (-0.86842, -2.08588, 1.66101)
H (-0.37454, -4.89780, -0.70986)
H (-0.15197, -2.92778, -0.07602)
H (-3.06962, -4.93318, 1.84502)
H (-1.95368, -5.68440, -0.34771)
C (0.56085, -0.88510, 5.68961)
S (0.77990, -0.20575, 4.03848)
C (1.57746, 1.34590, 4.45246)
H (-0.16173, -1.70580, 5.62593)
H (0.18035, -0.12010, 6.37617)
H (1.52065, -1.27823, 6.04766)
H (0.82479, 2.14534, 4.45015)
H (2.03665, 1.26206, 5.44069)
H (2.35889, 1.53450, 3.70652)

Forces on atoms 1 to 2 (eV/Å):
O -1.2 0.5 -2.0
C 1.7 -0.4 0.9

- multiplicity = 7
- ⟨S²⟩ = 12.68
- total charge = 0
- frontier orbital gap (alpha / beta) (eV) = 6.192 / 6.084

Löwdin population analysis, charges in e, atoms 1 to 5: number 1, O, carries -0.09; number 2, C, carries -0.21; number 3, C, carries -0.19; number 4, C, carries -0.02; number 5, H, carries 0.12